[1]
# C21H34N2O4

An isolated molecule of C21H34N2O4 (ωB97M-V/def2-TZVPD, the OMol25 dataset).

Element x y z (Å)
C 1.10972 -0.41277 -2.81090
C 3.07341 0.59574 2.11720
H -4.94999 -0.63363 0.36497
C -0.69598 1.16889 -0.25170
H -6.47749 -1.62678 2.06969
C -2.47166 0.40975 1.21850
H -2.86300 -2.18372 3.15296
C 2.07534 0.12877 1.07363
C -2.70394 2.44733 -0.04001
H 2.58822 -3.53752 -2.74919
H -2.09783 -2.25685 1.54614
C -5.82024 -0.07815 0.71909
O -2.98521 -0.47313 2.13341
H 2.72965 1.55513 2.50967
C -5.38091 0.89517 1.81290
C 4.50049 0.74221 1.55815
H 1.52254 -1.83097 -4.33824
H -3.30862 3.30309 -0.29497
H -6.21790 0.49343 -0.12245
H -6.23825 1.48215 2.15602
H 4.04268 -0.24685 -1.77573
H 3.50993 0.16873 -3.40416
H 2.07774 2.02323 0.34773
H 5.50139 -2.57922 1.20032
H 6.38626 -0.27022 1.47202
O -4.47306 1.87358 1.33914
H 5.20850 -0.17992 -3.10053
C 4.19009 -0.45588 -2.83402
C -6.87240 -1.04833 1.23755
H -1.06246 3.01035 -1.28428
H 0.50967 -2.43707 -3.01809
C 3.95107 -1.93294 -3.12521
H 4.98813 1.57996 2.06206
C 2.62093 -2.45769 -2.58303
H 2.58383 -2.29271 -1.50391
C -2.25336 -1.63707 2.43460
H 4.45965 0.97951 0.49216
H -0.61985 -0.60899 0.90941
O 1.65274 -1.01396 1.02332
H 3.99081 -2.09685 -4.20430
H -7.75333 -0.51061 1.58091
H -7.17362 -1.73625 0.45151
C 4.87776 -1.71540 0.98143
H 4.75486 -2.52117 -2.67352
C 1.39046 -1.83579 -3.25541
N 1.71246 1.09560 0.20529
H 0.87657 -1.10621 -0.87805
C 0.68593 0.96255 -0.83514
H -1.28532 -1.40262 2.88729
O 1.10963 0.54280 -3.55991
C -1.44696 2.28239 -0.58685
C -3.24537 1.53203 0.85816
H 3.85088 -1.96116 1.23627
C 5.36094 -0.50472 1.76941
C -1.21980 0.24441 0.64351
H -4.96428 0.34730 2.66252
H 0.87911 1.72881 -1.59658
H 3.07364 -0.12730 2.93369
H 5.37594 -0.74669 2.83494
N 0.81690 -0.30637 -1.49415
H 4.93186 -1.51970 -0.08663

Output
* LUMO level: 0.7 eV
* energy above the lowest of the compared OMol25 structures with the same formula, charge and spin: 1.5753 eV
* HOMO: -0.29767 Ha
* spin multiplicity: 1
* SMILES: CCCCC(=O)NC(NC(=O)CCCC)c1ccc(OCCC)c(OC)c1
* total energy: -33499.8389 eV

Results of the Mulliken charge analysis, in e, for atoms 1 through 6:
1. C 0.47
2. C -1.16
3. H 0.18
4. C 0.12
5. H 0.33
6. C 1.01

=====

[2]
# C21H34N2O5

A 2-piece molecular cluster, C21H34N2O5 overall in a non-equilibrium geometry (ωB97M-V/def2-TZVPD, the OMol25 dataset).

Element x y z (Å)
C 2.28160 -1.00701 -0.34301
C -2.78563 -2.86206 1.31966
C -2.31474 0.15243 -0.32072
C 4.78859 -3.76283 0.70268
C 3.77441 -0.41697 -0.02094
H -4.53157 1.44490 -0.27261
H 3.47019 -5.31293 -0.40270
C -2.10493 4.74394 0.61934
O 1.22402 -4.34142 -1.31114
C -2.36240 1.70128 -0.42776
H -3.25405 1.74398 -2.41472
H 2.45253 -2.37987 1.46249
C 3.66315 -4.93606 0.66693
C -2.07431 3.52802 -2.23569
H 4.73475 -3.13596 1.65687
H -1.89118 3.65052 -3.30761
H -1.52510 1.47927 -2.41932
H 0.03739 3.57579 -1.84033
H 4.00917 0.49922 -0.66507
H 1.68524 -0.13844 -0.77861
H -3.02834 4.73445 0.04335
H 2.43275 -1.78408 -1.16363
C -2.32069 2.05595 -1.93000
H -2.34193 4.50567 1.65940
O 0.05936 -2.78944 -2.59353
O -0.14282 1.67157 0.18676
H 1.77533 -0.70881 1.80055
C -0.48249 -2.94292 -0.09166
H 0.43018 5.37413 0.60881
C -3.74064 2.04861 0.18296
H -1.77359 5.78683 0.59158
H -3.89058 -3.15781 1.43492
H -1.44859 -0.27978 -0.82938
C 0.27588 4.30528 0.78087
C 0.20465 -2.05682 1.01350
O 6.10810 -1.21677 -0.21517
C 1.72536 -1.58371 1.04320
H -2.52326 -3.99400 -0.77572
H 1.18335 3.80554 0.43423
O 4.59609 -2.93790 -0.48288
H -2.97052 4.11440 -2.01444
H -0.75631 5.12432 -1.65611
C -1.00503 3.80772 0.05950
H 3.96383 -5.85083 1.28295
C 4.89922 -1.56905 -0.23344
C -0.70695 -1.63619 2.23644
H -0.28602 -1.00682 3.09862
C 0.34296 -3.45439 -1.34992
H 5.79695 -4.31292 0.71552
H 2.72561 -4.48819 1.13832
N -1.29667 2.37478 0.37650
H 0.19416 4.15534 1.86231
H 3.81523 -0.18695 1.11167
C -2.00300 -3.35308 0.02705
N -2.10874 -2.05137 2.33158
C -0.87209 4.05416 -1.45627
H -4.04524 3.08161 0.03402
H -3.75565 1.84202 1.25636
H -2.64613 -1.77240 3.17216
H -3.19697 -0.29152 -0.79196
H -0.16532 -3.45331 -3.28394
H -2.29857 -0.18915 0.71720

Output
* LUMO level (spin up / spin down): -5.1 / -5.1 eV
* HOMO (spin up / spin down): -0.42498 / -0.44748 Ha
* spin multiplicity: 2
* total energy: -35531.9102 eV
* charge: +1

Results of the Mulliken charge analysis, in e, for atoms 1 through 6:
1. C -0.19
2. C -0.33
3. C -1.97
4. C -0.28
5. C -0.60
6. H 0.45

=====

[3]
# C21H34N3O3PSn

C21H34N3O3PSn as an isolated structure in a non-equilibrium geometry (ωB97M-V/def2-TZVPD, the OMol25 dataset).

Element x y z (Å)
C -1.28332 -2.06396 3.69806
H -3.56352 0.39020 2.81876
C 0.74908 -2.74475 -1.76403
H -2.03730 -1.66556 -4.11868
C -0.48826 1.56804 -2.64822
H -0.71277 2.55541 4.14926
C 2.79726 2.39494 -3.15162
H 3.41683 3.53146 -0.12286
H -2.38504 2.08858 3.80789
Sn 0.89793 0.18563 -0.14133
C -0.28049 0.33806 -1.99946
C 2.44314 3.80621 -0.56223
C -1.61505 -0.74163 -3.71274
C -3.80758 -0.46944 4.78194
N 0.02002 -2.36285 3.31077
C -1.29443 1.64148 -3.79224
O -2.10271 -0.64264 0.82838
H 2.60699 0.44963 0.10513
C -1.33609 1.84932 3.59019
C 0.78128 -1.72422 2.31914
H 0.31719 3.57989 -2.97256
H -1.15257 0.27719 5.07675
H 0.10336 0.25516 3.83362
O 1.96022 -2.00465 2.12389
C -0.96670 0.43514 4.00555
H 2.83377 3.41724 -3.55749
H 1.72298 3.98489 0.25123
P 1.89143 2.41510 -1.58113
H -1.46437 2.61251 -4.25798
H 3.44140 -3.11654 -1.51135
H 0.02158 1.54192 0.60786
H -3.51654 -1.38401 5.30944
O -1.94752 -2.88489 4.31730
H -2.40684 0.52290 -5.26216
H -3.72614 -1.37043 2.82812
H 1.48908 -0.81025 -3.47949
N 1.82731 -1.72982 -1.58419
H 0.46457 -3.15202 3.75661
C -1.82743 0.47599 -4.34412
H -1.15355 -2.17148 -0.90616
H 0.78083 -3.41970 -0.89457
N 0.04940 -0.81976 1.56266
C -3.27275 -0.52115 3.35936
H 2.30205 1.73000 -3.87694
H -1.14637 2.01780 2.52415
C -0.83920 -0.82126 -2.54715
H 2.55480 4.71032 -1.17847
H 3.81749 2.02869 -2.95883
C -1.31139 -0.71602 1.77330
C -1.74477 -0.67907 3.24726
C -0.67846 -2.18174 -1.90497
H -3.45045 0.40344 5.34278
H -1.22415 -2.91628 -2.51416
H 3.73363 -1.56830 -0.65445
C 2.98333 -2.33719 -0.87750
H 2.72814 -2.09246 -3.45887
H 2.65465 -2.77710 0.07222
H -4.90056 -0.42336 4.74545
C 0.19007 2.83994 -2.16305
H 3.08446 -0.48007 -2.76193
H -0.34511 3.32527 -1.32902
H 1.01122 -3.33741 -2.66074
C 2.30590 -1.24236 -2.89637

Output
* LUMO level (spin up / spin down): -10.9 / -11.4 eV
* energy above the lowest of the compared OMol25 structures with the same formula, charge and spin: 0.7346 eV
* HOMO (spin up / spin down): -0.53690 / -0.53663 Ha
* spin multiplicity: 1
* total energy: -48042.1656 eV
* charge: +2

Results of the Mulliken charge analysis, in e, for atoms 1 through 6:
1. C 0.00
2. H 0.48
3. C -0.71
4. H 0.49
5. C 0.54
6. H 0.43

=====

Question: The highest spin multiplicity belongs to which entry?
Answer: C21H34N2O5

=====

Question: Number 3 is which compound?
Answer: C21H34N3O3PSn